Entry from the Open Molecules 2025 dataset: a molecular structure, C28H20AuBIO2PTe at a distorted geometry (ωB97M-V/def2-TZVPD).

HOMO-LUMO gap (spin up / spin down)   6.140 / 6.140 eV
LUMO energy (spin up / spin down)   -0.45 / -0.45 eV
Energy   -2297.15712 hartree

Each line ends with the Mulliken charge.
Geometry (Å):
Au1 -0.214 -0.159 0.110  -0.083
I1 2.761 0.090 0.433  0.139
C1 3.590 2.023 0.167  -0.442
C2 4.956 1.937 0.161  -0.642
C3 5.779 3.080 0.112  -0.844
C4 5.198 4.303 0.102  -0.830
C5 3.787 4.436 0.089  1.113
C6 3.259 5.750 0.083  -0.823
C7 1.921 5.973 0.037  -1.179
C8 1.058 4.867 -0.034  -0.122
C9 1.511 3.574 -0.019  1.065
P1 0.178 2.331 -0.185  0.410
C10 -0.765 2.875 -1.649  0.558
C11 -2.106 2.510 -1.779  -0.080
C12 -2.810 2.807 -2.935  -0.864
C13 -2.179 3.460 -3.987  -0.605
C14 -0.841 3.804 -3.878  -0.684
C15 -0.135 3.507 -2.718  -0.744
C16 -0.888 2.792 1.238  0.998
C17 -0.591 2.179 2.456  -0.578
C18 -1.336 2.459 3.591  -0.680
C19 -2.398 3.350 3.520  -0.520
C20 -2.704 3.962 2.313  -0.931
C21 -1.950 3.688 1.179  -0.042
C22 2.922 3.298 0.082  0.609
H1 5.425 0.964 0.218  0.364
H2 6.855 2.967 0.111  0.392
H3 5.797 5.205 0.099  0.366
H4 3.958 6.577 0.113  0.382
H5 1.517 6.976 0.038  0.429
H6 -0.006 5.050 -0.123  0.322
H7 -2.613 2.003 -0.967  0.321
H8 -3.850 2.519 -3.014  0.469
H9 -2.729 3.694 -4.889  0.384
H10 -0.340 4.303 -4.697  0.421
H11 0.912 3.774 -2.651  0.439
H12 0.226 1.467 2.517  0.270
H13 -1.094 1.972 4.527  0.430
H14 -2.992 3.560 4.400  0.419
H15 -3.534 4.655 2.249  0.401
H16 -2.212 4.166 0.243  0.446
O1 -3.100 -0.799 -0.753  -0.323
B1 -2.251 -0.263 0.210  0.164
O2 -2.968 0.355 1.225  -0.023
C23 -4.295 0.187 0.882  0.849
C24 -5.410 0.606 1.566  -0.983
C25 -6.642 0.302 0.984  -0.545
C26 -6.723 -0.385 -0.225  -0.470
C27 -5.576 -0.805 -0.902  -1.044
C28 -4.372 -0.504 -0.310  0.737
H17 -5.330 1.138 2.504  0.512
H18 -7.553 0.598 1.488  0.388
H19 -7.695 -0.599 -0.649  0.383
H20 -5.624 -1.346 -1.836  0.484
Te1 -0.309 -2.623 -0.144  -0.585

Atoms 1-2, force components in eV/Å:
Au 0.61 1.28 -0.57
I 0.02 0.06 -0.05



Entry from the Open Molecules 2025 dataset: a molecular structure, C28H20CaF6N4O4P2S2Se2 at a distorted geometry (ωB97M-V/def2-TZVPD).

HOMO-LUMO gap   7.694 eV
LUMO energy   -0.07 eV
Energy   -9157.81650 hartree
Relative energy (zero: lowest compared OMol25 entry of this formula, charge and spin)   1.785 eV

Each line ends with the Mulliken charge.
Geometry (Å):
Ca1 -0.088 -0.308 0.294  1.573
Se1 6.495 0.728 -1.974  -0.346
P1 5.900 1.481 -0.103  0.361
C1 6.191 3.268 -0.007  -0.391
C2 5.190 4.222 0.010  1.628
C3 5.493 5.580 0.006  -0.657
C4 6.814 5.989 -0.007  -0.782
C5 7.831 5.037 -0.030  -0.808
C6 7.525 3.688 -0.039  -0.466
C7 6.826 0.851 1.321  0.176
C8 7.350 -0.437 1.272  -0.275
C9 8.061 -0.934 2.354  -0.702
C10 8.255 -0.147 3.483  -0.391
C11 7.728 1.136 3.535  -0.722
C12 7.013 1.636 2.454  -0.134
C13 4.183 0.975 0.300  0.779
C14 2.847 1.332 0.187  -0.673
N1 2.120 0.220 0.474  0.385
N2 2.968 -0.774 0.739  -0.704
N3 4.196 -0.349 0.626  -0.355
P2 1.908 2.853 0.046  0.538
Se2 -0.214 2.493 0.099  -0.714
C15 2.342 3.615 -1.527  0.708
C16 2.304 4.988 -1.770  -0.034
C17 2.642 5.481 -3.021  -0.771
C18 3.008 4.611 -4.038  -0.494
C19 3.020 3.243 -3.812  -0.833
C20 2.685 2.743 -2.563  -0.165
C21 2.397 3.833 1.491  1.418
C22 2.836 5.153 1.485  0.163
C23 3.172 5.786 2.675  -0.866
C24 3.073 5.105 3.877  -0.640
C25 2.638 3.786 3.891  -0.789
C26 2.301 3.153 2.707  -0.706
H1 4.160 3.912 0.013  -0.810
H2 4.695 6.314 0.007  0.430
H3 7.056 7.045 -0.005  0.390
H4 8.867 5.353 -0.049  0.398
H5 8.320 2.953 -0.082  0.436
H6 7.196 -1.037 0.384  0.387
H7 8.467 -1.937 2.315  0.385
H8 8.822 -0.533 4.321  0.384
H9 7.879 1.752 4.413  0.408
H10 6.603 2.639 2.500  0.427
H11 1.975 5.678 -1.011  0.553
H12 2.620 6.549 -3.199  0.438
H13 3.274 5.000 -5.013  0.395
H14 3.308 2.561 -4.601  0.425
H15 2.719 1.677 -2.390  0.406
H16 2.938 5.702 0.565  0.006
H17 3.521 6.811 2.655  0.428
H18 3.335 5.601 4.804  0.408
H19 2.568 3.244 4.826  0.431
H20 1.962 2.125 2.726  0.324
F1 -3.977 -0.760 2.624  -0.202
C27 -3.342 -0.024 1.737  0.781
F2 -4.121 0.947 1.296  -0.199
F3 -2.247 0.503 2.295  -0.230
S1 -2.822 -1.029 0.292  1.128
O1 -2.064 -0.070 -0.527  -0.734
O2 -3.982 -1.633 -0.265  -0.560
N4 -1.783 -1.977 1.081  -0.556
S2 -0.659 -2.788 0.272  0.931
O3 0.616 -2.487 0.891  -0.723
O4 -0.740 -2.530 -1.147  -0.553
C28 -1.057 -4.556 0.591  0.519
F4 -0.932 -4.808 1.880  -0.185
F5 -2.297 -4.788 0.202  -0.194
F6 -0.208 -5.289 -0.109  -0.185

Atoms 1-2, force components in eV/Å:
Ca 2.00 1.74 0.24
Se -0.04 0.00 0.02



Entry from the Open Molecules 2025 dataset: a molecular structure, C28H20Cl2N5O2STl at a distorted geometry (ωB97M-V/def2-TZVPD).

HOMO-LUMO gap   4.066 eV
LUMO energy   3.61 eV
Energy   -2994.29960 hartree
Net charge   -2

Each line ends with the Mulliken charge.
Geometry (Å):
Tl1 -1.536 -0.578 -0.155  0.624
Cl1 0.444 -6.585 4.807  -0.286
C1 -0.110 -5.109 4.033  0.276
C2 -1.281 -4.490 4.507  -0.642
C3 -1.730 -3.343 3.929  0.296
Cl2 -3.170 -2.587 4.528  -0.210
C4 -1.058 -2.686 2.814  -0.116
O1 -1.493 -1.630 2.325  -0.697
C5 0.129 -3.381 2.371  1.046
C6 0.926 -2.907 1.269  -0.334
O2 0.730 -1.934 0.557  -0.485
C7 0.575 -4.564 2.990  -0.783
H1 -1.826 -4.924 5.335  0.413
H2 1.822 -3.534 1.065  0.259
H3 1.477 -5.038 2.622  0.324
S1 -0.434 1.979 -0.922  -0.416
C8 0.607 1.728 -2.250  0.176
N1 0.903 2.669 -3.085  -0.719
N2 1.815 2.319 -4.115  -0.028
C9 3.169 2.335 -3.906  0.650
C10 4.030 2.355 -5.016  -0.703
C11 5.400 2.316 -4.853  -0.305
C12 5.965 2.263 -3.583  -0.623
C13 5.116 2.260 -2.484  -0.524
C14 3.739 2.295 -2.628  -0.236
N3 1.339 0.467 -2.438  0.306
N4 0.709 -0.570 -2.158  -0.392
C15 1.508 -1.760 -2.339  0.215
C16 2.894 -1.727 -2.388  -0.291
C17 3.590 -2.912 -2.553  -0.609
C18 2.905 -4.117 -2.674  -0.419
C19 1.518 -4.138 -2.623  -0.564
C20 0.817 -2.955 -2.445  -0.189
H4 1.525 2.737 -4.985  0.257
H5 3.602 2.385 -6.012  0.288
H6 6.036 2.326 -5.730  0.338
H7 7.039 2.231 -3.455  0.366
H8 5.530 2.229 -1.484  0.365
H9 3.103 2.302 -1.756  0.439
H10 3.406 -0.777 -2.297  0.425
H11 4.672 -2.897 -2.584  0.385
H12 3.455 -5.042 -2.796  0.371
H13 0.982 -5.075 -2.704  0.359
H14 -0.262 -2.946 -2.373  0.368
C21 -3.457 1.603 2.270  -1.023
C22 -4.368 2.533 2.657  1.122
C23 -5.777 2.462 2.302  -0.711
C24 -6.684 3.388 2.709  -0.403
C25 -6.322 4.500 3.512  0.203
C26 -4.952 4.604 3.868  -0.359
C27 -4.030 3.688 3.474  -0.777
C28 -7.270 5.454 3.924  0.233
N5 -8.052 6.241 4.266  -0.717
H15 -3.779 0.728 1.718  0.024
H16 -2.424 1.649 2.581  0.160
H17 -6.102 1.628 1.691  0.272
H18 -7.724 3.279 2.415  0.349
H19 -4.639 5.445 4.479  0.354
H20 -2.995 3.808 3.773  0.299

Atoms 1-2, force components in eV/Å:
Tl -0.15 -0.06 0.08
Cl -0.01 0.02 -0.02



- The lowest energy belongs to which entry?
  C28H20CaF6N4O4P2S2Se2



What did the first record say?
Entry from the Open Molecules 2025 dataset: a molecular structure, C28H20AuBIO2PTe at a distorted geometry (ωB97M-V/def2-TZVPD).

HOMO-LUMO gap (spin up / spin down)   6.140 / 6.140 eV
LUMO energy (spin up / spin down)   -0.45 / -0.45 eV
Energy   -2297.15712 hartree

Each line ends with the Mulliken charge.
Geometry (Å):
Au1 -0.214 -0.159 0.110  -0.083
I1 2.761 0.090 0.433  0.139
C1 3.590 2.023 0.167  -0.442
C2 4.956 1.937 0.161  -0.642
C3 5.779 3.080 0.112  -0.844
C4 5.198 4.303 0.102  -0.830
C5 3.787 4.436 0.089  1.113
C6 3.259 5.750 0.083  -0.823
C7 1.921 5.973 0.037  -1.179
C8 1.058 4.867 -0.034  -0.122
C9 1.511 3.574 -0.019  1.065
P1 0.178 2.331 -0.185  0.410
C10 -0.765 2.875 -1.649  0.558
C11 -2.106 2.510 -1.779  -0.080
C12 -2.810 2.807 -2.935  -0.864
C13 -2.179 3.460 -3.987  -0.605
C14 -0.841 3.804 -3.878  -0.684
C15 -0.135 3.507 -2.718  -0.744
C16 -0.888 2.792 1.238  0.998
C17 -0.591 2.179 2.456  -0.578
C18 -1.336 2.459 3.591  -0.680
C19 -2.398 3.350 3.520  -0.520
C20 -2.704 3.962 2.313  -0.931
C21 -1.950 3.688 1.179  -0.042
C22 2.922 3.298 0.082  0.609
H1 5.425 0.964 0.218  0.364
H2 6.855 2.967 0.111  0.392
H3 5.797 5.205 0.099  0.366
H4 3.958 6.577 0.113  0.382
H5 1.517 6.976 0.038  0.429
H6 -0.006 5.050 -0.123  0.322
H7 -2.613 2.003 -0.967  0.321
H8 -3.850 2.519 -3.014  0.469
H9 -2.729 3.694 -4.889  0.384
H10 -0.340 4.303 -4.697  0.421
H11 0.912 3.774 -2.651  0.439
H12 0.226 1.467 2.517  0.270
H13 -1.094 1.972 4.527  0.430
H14 -2.992 3.560 4.400  0.419
H15 -3.534 4.655 2.249  0.401
H16 -2.212 4.166 0.243  0.446
O1 -3.100 -0.799 -0.753  -0.323
B1 -2.251 -0.263 0.210  0.164
O2 -2.968 0.355 1.225  -0.023
C23 -4.295 0.187 0.882  0.849
C24 -5.410 0.606 1.566  -0.983
C25 -6.642 0.302 0.984  -0.545
C26 -6.723 -0.385 -0.225  -0.470
C27 -5.576 -0.805 -0.902  -1.044
C28 -4.372 -0.504 -0.310  0.737
H17 -5.330 1.138 2.504  0.512
H18 -7.553 0.598 1.488  0.388
H19 -7.695 -0.599 -0.649  0.383
H20 -5.624 -1.346 -1.836  0.484
Te1 -0.309 -2.623 -0.144  -0.585

Atoms 1-2, force components in eV/Å:
Au 0.61 1.28 -0.57
I 0.02 0.06 -0.05



- Which formula does entry 2 have?
  C28H20CaF6N4O4P2S2Se2



- The highest energy belongs to which entry?
  C28H20AuBIO2PTe